# 1
{
  "formula": "C30H39N3O3OsPS2Se",
  "method": "ωB97M-V with the def2-TZVPD basis set",
  "symbols": ["Os", "C", "C", "C", "C", "C", "C", "C", "C", "C", "C", "C", "C", "H", "H", "H", "H", "H", "H", "H", "H", "H", "H", "H", "H", "H", "H", "H", "H", "H", "H", "C", "P", "C", "C", "O", "H", "H", "H", "H", "H", "H", "H", "H", "H", "C", "N", "C", "Se", "N", "C", "C", "C", "C", "C", "C", "H", "H", "H", "H", "H", "H", "H", "H", "O", "S", "O", "N", "C", "S", "C", "C", "C", "C", "C", "C", "H", "H", "H", "H"],
  "xyz": [[-0.98, -1.17, 1.08], [0.77, 1.86, 2.84], [0.70, 0.36, 2.75], [-0.49, -0.32, 3.14], [-1.68, 0.49, 3.61], [-0.49, -1.76, 3.23], [-1.57, -2.49, 4.00], [0.66, -2.46, 2.79], [0.68, -3.96, 2.83], [1.85, -1.77, 2.45], [3.10, -2.58, 2.27], [1.85, -0.37, 2.39], [3.11, 0.37, 2.02], [0.60, 2.33, 1.86], [1.74, 2.18, 3.20], [0.03, 2.26, 3.53], [-1.53, 0.81, 4.65], [-2.61, -0.07, 3.57], [-1.81, 1.39, 3.01], [-2.38, -1.84, 4.32], [-1.12, -2.90, 4.91], [-2.00, -3.32, 3.45], [1.36, -4.30, 3.62], [1.05, -4.37, 1.90], [-0.29, -4.39, 3.04], [3.95, -1.99, 1.94], [2.96, -3.40, 1.56], [3.36, -3.03, 3.23], [3.75, 0.50, 2.89], [2.88, 1.35, 1.61], [3.68, -0.18, 1.27], [1.50, -2.39, -2.78], [0.38, -3.10, -1.59], [0.99, -4.71, -1.10], [-1.21, -3.33, -2.37], [0.30, -2.17, -0.35], [1.67, -3.09, -3.60], [2.46, -2.18, -2.30], [1.07, -1.47, -3.17], [1.08, -5.35, -1.97], [0.29, -5.16, -0.39], [1.97, -4.61, -0.63], [-1.10, -4.04, -3.20], [-1.56, -2.38, -2.76], [-1.92, -3.74, -1.66], [4.03, 2.51, -1.21], [2.72, 3.12, -1.38], [1.51, 2.52, -1.25], [1.15, 0.76, -0.84], [0.56, 3.45, -1.51], [1.14, 4.65, -1.82], [0.61, 5.88, -2.19], [1.51, 6.89, -2.41], [2.91, 6.69, -2.29], [3.45, 5.47, -1.95], [2.53, 4.44, -1.72], [3.91, 1.44, -1.08], [4.53, 2.94, -0.34], [4.63, 2.71, -2.10], [-0.43, 3.22, -1.48], [-0.46, 6.04, -2.29], [1.15, 7.87, -2.70], [3.57, 7.52, -2.47], [4.51, 5.32, -1.86], [-1.41, 0.08, -2.79], [-2.25, 0.64, -1.78], [-2.04, 2.00, -1.39], [-2.17, -0.37, -0.39], [-3.30, -1.04, -0.23], [-3.15, -2.14, 1.06], [-4.37, -0.71, -1.14], [-5.67, -1.21, -1.17], [-6.53, -0.70, -2.13], [-6.11, 0.28, -3.03], [-4.80, 0.77, -3.01], [-3.96, 0.26, -2.05], [-6.00, -1.96, -0.46], [-7.55, -1.06, -2.18], [-6.80, 0.67, -3.76], [-4.47, 1.52, -3.72]],
  "mulliken_charge": [0.88, -2.13, 1.13, 0.43, -2.29, 1.06, -1.60, 0.59, -2.19, 0.74, -1.91, 1.71, -2.45, 0.29, 0.45, 0.52, 0.44, 0.51, 0.52, 0.35, 0.38, 0.48, 0.47, 0.30, 0.40, 0.47, 0.28, 0.41, 0.41, 0.47, 0.49, -1.16, 1.01, -1.25, -1.00, -0.91, 0.48, 0.36, 0.27, 0.49, 0.34, 0.31, 0.50, 0.17, 0.32, -1.02, 0.36, -0.20, -0.05, 0.45, 0.44, -0.69, -0.56, -0.63, -0.68, 0.79, 0.26, 0.38, 0.42, 0.16, 0.48, 0.44, 0.44, 0.48, -0.58, 0.98, -0.95, 0.63, 0.92, -0.40, 0.08, -0.69, -0.65, -0.65, -0.64, 0.20, 0.53, 0.46, 0.45, 0.53],
  "fmax_ev_per_a": 0.98,
  "lumo_ev": [-9.287, -10.812],
  "multiplicity": 5,
  "total_energy_ev": -141104.850,
  "s_squared": 6.061,
  "total_charge": 3,
  "e_above_lowest_kcal_mol": 8.7
}


# 2
{
  "formula": "C30H40AlBCl4I2NO4Si3",
  "method": "ωB97M-V with the def2-TZVPD basis set",
  "symbols": ["Al", "C", "Si", "C", "C", "C", "Si", "C", "C", "C", "Si", "C", "C", "C", "C", "C", "C", "C", "N", "H", "H", "H", "H", "H", "H", "H", "H", "H", "H", "H", "H", "H", "H", "H", "H", "H", "H", "H", "H", "H", "H", "H", "H", "H", "H", "H", "H", "Cl", "C", "C", "Cl", "C", "Cl", "C", "O", "C", "O", "C", "Cl", "C", "C", "C", "C", "C", "C", "C", "C", "O", "B", "O", "C", "C", "H", "H", "H", "H", "H", "H", "H", "H", "H", "H", "H", "H", "I", "I"],
  "xyz": [[-1.19, 0.48, -0.70], [2.43, 3.49, -1.99], [1.15, 2.11, -2.21], [2.08, 0.50, -1.94], [0.70, 2.16, -4.03], [-0.30, 2.33, -1.04], [-1.53, 3.57, -1.73], [-0.73, 5.20, -2.29], [-2.79, 4.14, -0.44], [-2.47, 2.96, -3.24], [0.25, 2.84, 0.63], [0.55, 4.66, 1.02], [1.76, 1.97, 1.34], [-1.18, 2.24, 1.74], [-1.49, 2.72, 3.01], [-2.54, 2.16, 3.72], [-3.25, 1.12, 3.16], [-2.90, 0.68, 1.90], [-1.90, 1.23, 1.20], [3.23, 3.34, -2.72], [2.89, 3.50, -1.00], [1.99, 4.47, -2.17], [3.01, 0.53, -2.53], [1.50, -0.35, -2.29], [2.36, 0.33, -0.90], [1.60, 1.92, -4.61], [0.35, 3.14, -4.35], [-0.06, 1.42, -4.27], [-0.15, 5.69, -1.51], [-1.54, 5.88, -2.58], [-0.09, 5.06, -3.16], [-2.36, 4.85, 0.27], [-3.24, 3.33, 0.14], [-3.60, 4.66, -0.96], [-1.95, 3.28, -4.15], [-3.47, 3.39, -3.26], [-2.55, 1.88, -3.28], [1.39, 5.02, 0.43], [0.82, 4.77, 2.07], [-0.31, 5.30, 0.82], [2.68, 2.22, 0.80], [1.65, 0.88, 1.34], [1.89, 2.29, 2.38], [-0.91, 3.54, 3.42], [-2.80, 2.54, 4.70], [-4.08, 0.65, 3.68], [-3.41, -0.14, 1.41], [-2.62, -4.09, -5.24], [-2.73, -3.02, -3.89], [-3.68, -3.24, -2.90], [-4.77, -4.58, -3.01], [-3.75, -2.36, -1.81], [-4.91, -2.59, -0.54], [-2.89, -1.29, -1.71], [-2.89, -0.40, -0.72], [-1.91, -1.07, -2.71], [-1.12, -0.04, -2.51], [-1.84, -1.94, -3.79], [-0.63, -1.65, -4.99], [2.35, -5.17, 4.59], [3.26, -4.99, 3.37], [3.79, -6.37, 2.97], [4.46, -4.11, 3.76], [2.48, -4.31, 2.24], [2.31, -4.91, 0.99], [1.60, -4.29, -0.05], [1.07, -3.05, 0.21], [0.35, -2.23, -0.61], [0.04, -1.07, 0.14], [0.61, -1.23, 1.43], [1.24, -2.44, 1.44], [1.93, -3.04, 2.46], [2.89, -5.64, 5.40], [1.49, -5.79, 4.33], [1.97, -4.21, 4.95], [4.34, -6.80, 3.81], [4.48, -6.30, 2.12], [2.98, -7.05, 2.70], [5.02, -4.58, 4.57], [4.14, -3.12, 4.09], [5.13, -3.98, 2.91], [2.72, -5.89, 0.80], [1.47, -4.77, -1.01], [2.04, -2.53, 3.41], [-4.99, 1.20, -1.20], [-6.91, 2.98, -1.84]],
  "mulliken_charge": [-4.61, -1.14, 0.97, -0.94, -0.97, 2.64, 0.71, -1.27, -0.80, -0.79, -0.31, -1.25, -0.76, 0.20, -0.86, -0.44, -1.15, -0.45, 1.33, 0.38, 0.26, 0.29, 0.63, 0.10, 0.14, 0.39, 0.26, 0.03, 0.28, 0.38, 0.31, 0.18, 0.02, 0.46, 0.33, 0.39, 0.08, 0.33, 0.42, 0.32, 0.30, 0.00, 0.35, 0.40, 0.42, 0.46, 0.66, -0.24, 0.26, 0.47, -0.24, 0.32, -0.23, -0.50, 0.13, -0.77, 0.78, 0.03, -0.23, -1.61, 2.17, -2.20, -1.62, 0.60, -0.20, -2.10, 0.49, -0.52, 1.34, -0.19, 0.39, -1.19, 0.45, 0.36, 0.32, 0.43, 0.43, 0.43, 0.45, 0.32, 0.36, 0.45, 0.55, 0.49, 0.41, -0.26],
  "fmax_ev_per_a": 0.22,
  "lumo_ev": 1.354,
  "total_energy_ev": -138650.501,
  "total_charge": -1,
  "e_above_lowest_kcal_mol": 0.0
}


# 3
{
  "formula": "C30H40AsCoN6SeSi3",
  "method": "ωB97M-V with the def2-TZVPD basis set",
  "symbols": ["Co", "N", "C", "C", "C", "C", "C", "C", "C", "C", "C", "C", "C", "C", "N", "C", "C", "C", "C", "N", "H", "H", "H", "H", "H", "H", "H", "H", "H", "H", "C", "Si", "C", "C", "As", "Si", "C", "C", "C", "Si", "C", "C", "C", "H", "H", "H", "H", "H", "H", "H", "H", "H", "H", "H", "H", "H", "H", "H", "H", "H", "H", "H", "H", "H", "H", "H", "H", "H", "H", "H", "Se", "N", "C", "C", "C", "C", "N", "C", "N", "H", "H", "H"],
  "xyz": [[1.41, 0.23, 0.51], [-0.10, 3.36, -9.06], [0.05, 3.01, -7.98], [0.24, 2.56, -6.63], [1.06, 3.27, -5.77], [1.23, 2.85, -4.46], [0.59, 1.69, -4.02], [-0.23, 0.97, -4.89], [-0.41, 1.41, -6.19], [0.79, 1.23, -2.63], [1.33, -0.04, -2.42], [1.81, -0.96, -3.38], [2.27, -2.07, -2.69], [2.08, -1.79, -1.33], [1.52, -0.59, -1.15], [0.47, 2.09, -1.57], [-0.06, 3.40, -1.67], [-0.05, 3.94, -0.40], [0.46, 2.95, 0.44], [0.76, 1.83, -0.23], [1.57, 4.16, -6.13], [1.88, 3.40, -3.80], [-0.73, 0.08, -4.55], [-1.05, 0.86, -6.87], [1.82, -0.80, -4.44], [2.71, -2.96, -3.10], [2.35, -2.41, -0.48], [-0.38, 3.87, -2.58], [-0.36, 4.93, -0.10], [0.64, 3.03, 1.50], [-3.07, 1.39, 0.09], [-2.48, 0.71, 1.71], [-3.74, -0.31, 2.63], [-1.87, 2.02, 2.89], [-0.73, -0.86, 1.12], [-1.68, -2.32, -0.58], [-3.46, -2.53, -0.10], [-0.80, -3.96, -0.52], [-1.56, -1.47, -2.23], [-0.11, -2.27, 3.00], [1.39, -3.25, 2.50], [-1.60, -3.36, 3.25], [0.21, -1.22, 4.50], [-3.81, 2.17, 0.28], [-3.56, 0.62, -0.51], [-2.26, 1.84, -0.49], [-4.62, 0.32, 2.78], [-3.38, -0.59, 3.62], [-4.07, -1.21, 2.10], [-2.75, 2.52, 3.30], [-1.27, 2.78, 2.41], [-1.33, 1.59, 3.74], [-3.62, -2.91, 0.91], [-3.88, -3.27, -0.79], [-4.04, -1.62, -0.23], [-1.09, -4.53, 0.37], [0.28, -3.90, -0.57], [-1.13, -4.54, -1.39], [-1.66, -0.38, -2.16], [-2.37, -1.84, -2.85], [-0.62, -1.70, -2.72], [1.17, -3.96, 1.71], [1.74, -3.82, 3.37], [2.22, -2.61, 2.18], [-1.84, -3.96, 2.37], [-2.49, -2.79, 3.53], [-1.38, -4.05, 4.06], [1.17, -0.70, 4.45], [0.26, -1.90, 5.36], [-0.58, -0.50, 4.70], [5.07, -1.01, 1.35], [5.43, 0.00, 2.75], [4.33, 0.65, 3.09], [4.14, 1.58, 4.15], [2.90, 2.13, 4.27], [1.85, 1.81, 3.36], [1.97, 0.95, 2.37], [3.20, 0.36, 2.26], [3.36, -0.52, 1.29], [4.95, 1.83, 4.81], [2.69, 2.84, 5.06], [0.89, 2.29, 3.48]],
  "mulliken_charge": [-0.78, -0.44, -0.20, 0.50, -1.01, -0.35, 0.59, 0.07, -1.05, 0.96, -0.26, -0.26, -1.58, -0.35, 0.66, -0.50, -0.20, -1.87, -0.55, 0.31, 0.48, 0.58, 0.43, 0.50, 0.70, 0.52, 0.74, 0.74, 0.52, 0.97, -0.56, 0.17, -1.14, -0.94, 0.71, 0.08, -1.20, -1.05, -0.96, 0.00, -0.71, -0.95, -0.91, 0.47, 0.25, 0.02, 0.41, 0.30, 0.33, 0.50, 0.34, 0.16, 0.35, 0.45, 0.32, 0.33, 0.27, 0.46, 0.25, 0.69, 0.23, 0.31, 0.48, -0.02, 0.20, 0.28, 0.46, 0.22, 0.49, 0.27, 0.39, -0.76, 0.44, -0.67, -0.99, 0.30, 0.45, 0.76, -0.26, 0.50, 0.49, 0.13],
  "fmax_ev_per_a": 0.28,
  "lumo_ev": [-8.161, -7.392],
  "total_energy_ev": -228132.817,
  "total_charge": 2,
  "e_above_lowest_kcal_mol": 2.6
}


# 4
{
  "formula": "C30H40B2BeBrCl4F14I2LiN6O18P2S3",
  "method": "ωB97M-V with the def2-TZVPD basis set",
  "symbols": ["C", "C", "P", "C", "C", "N", "C", "I", "B", "O", "O", "C", "C", "C", "O", "I", "C", "N", "C", "O", "P", "O", "O", "S", "C", "C", "C", "S", "C", "N", "N", "C", "O", "C", "F", "F", "C", "F", "F", "H", "H", "H", "H", "H", "H", "H", "H", "H", "H", "H", "H", "H", "H", "H", "H", "H", "H", "H", "H", "H", "H", "H", "H", "Br", "C", "O", "N", "C", "C", "H", "H", "H", "H", "H", "H", "H", "C", "C", "C", "F", "F", "F", "F", "O", "C", "C", "F", "F", "F", "F", "H", "H", "H", "H", "C", "Cl", "Cl", "Cl", "Cl", "B", "O", "C", "O", "C", "O", "O", "F", "F", "Be", "O", "H", "H", "C", "C", "N", "H", "H", "H", "O", "S", "O", "O", "O", "Li"],
  "xyz": [[3.00, -0.61, 2.12], [3.50, 0.16, 0.89], [2.91, -0.56, -0.70], [4.45, -0.68, -1.68], [4.93, -2.15, -1.50], [1.73, 0.75, -1.44], [0.47, 0.84, -0.63], [-0.19, -1.03, 0.31], [0.51, 1.85, 0.66], [0.01, 1.52, 1.86], [1.05, 3.13, 0.50], [-0.68, 1.19, -1.63], [-1.79, 2.10, -1.13], [-2.75, 1.48, -0.14], [-2.87, 1.91, 0.96], [-3.93, -0.18, -0.76], [0.12, 1.68, -2.87], [0.68, 2.98, -2.40], [0.24, 4.09, -2.66], [-0.12, 5.17, -2.90], [-1.11, 1.66, -4.30], [-0.36, 1.64, -5.72], [-1.85, 3.08, -4.21], [-2.38, 0.24, -4.26], [1.40, 0.75, -2.91], [0.90, -0.57, -3.53], [1.75, -1.85, -3.55], [1.31, -3.11, -2.36], [-0.35, -3.51, -2.85], [-1.05, -3.40, -3.97], [-2.30, -3.86, -3.62], [-2.28, -4.24, -2.40], [-1.06, -3.99, -1.83], [2.57, 1.36, -3.73], [3.51, 1.84, -2.88], [3.19, 0.40, -4.44], [2.28, 2.50, -4.78], [2.43, 2.02, -6.01], [3.22, 3.45, -4.62], [3.71, -0.43, 2.92], [2.02, -0.26, 2.43], [2.98, -1.68, 1.93], [4.59, 0.12, 0.90], [3.28, 1.23, 0.99], [5.24, -0.04, -1.31], [4.37, -0.48, -2.74], [4.81, -2.71, -2.42], [4.28, -2.67, -0.79], [5.95, -2.19, -1.13], [2.21, 1.60, -1.15], [0.63, 1.85, 2.53], [2.01, 3.10, 0.44], [-1.17, 0.23, -1.77], [-2.43, 2.32, -1.99], [-1.45, 3.07, -0.77], [-0.26, 2.54, -6.08], [-2.34, 3.20, -5.03], [0.76, -0.32, -4.58], [-0.04, -0.86, -3.08], [1.54, -2.34, -4.50], [2.83, -1.73, -3.53], [-3.06, -4.69, -1.82], [1.32, 2.99, -4.72], [0.84, -4.84, -4.64], [3.21, 3.39, 3.64], [2.55, 2.44, 3.21], [2.80, 4.22, 4.60], [3.63, 5.32, 5.06], [1.49, 4.01, 5.20], [4.21, 3.62, 3.24], [3.84, 5.21, 6.12], [3.11, 6.27, 4.90], [4.57, 5.34, 4.51], [1.45, 3.02, 5.65], [0.72, 4.07, 4.44], [1.32, 4.76, 5.96], [-1.09, 0.08, 6.58], [-2.45, 0.44, 7.20], [-3.38, -0.70, 7.61], [-3.76, -1.44, 6.54], [-4.50, -0.18, 8.16], [-3.10, 1.30, 6.39], [-2.17, 1.12, 8.36], [-0.98, 0.14, 5.17], [-1.31, -0.92, 4.37], [-2.45, -0.59, 3.41], [-3.56, -0.27, 4.10], [-2.72, -1.69, 2.66], [-1.55, -2.03, 5.09], [-0.22, -1.18, 3.60], [-0.42, 0.86, 6.93], [-0.70, -0.86, 6.98], [-2.91, -1.35, 8.35], [-2.18, 0.24, 2.75], [7.63, 4.27, 2.09], [6.14, 3.31, 2.09], [7.70, 5.22, 3.61], [9.02, 3.20, 2.00], [7.62, 5.36, 0.70], [-1.89, -6.68, -6.85], [-3.14, -6.09, -7.32], [-4.17, -6.70, -6.71], [-5.32, -6.44, -6.86], [-3.60, -7.82, -5.80], [-4.19, -8.55, -5.08], [-2.25, -7.80, -5.93], [-1.14, -5.78, -6.18], [-1.17, -7.33, -7.90], [8.03, 5.51, 6.31], [-5.75, -3.69, 6.16], [-5.29, -2.94, 6.54], [-5.36, -3.78, 5.28], [-4.77, 4.44, 1.49], [-4.65, 5.86, 1.78], [-4.55, 6.98, 2.01], [-3.81, 4.05, 1.14], [-5.06, 3.90, 2.38], [-5.52, 4.28, 0.71], [-6.61, -6.19, -1.59], [-6.15, -6.73, -2.87], [-4.72, -6.37, -3.03], [-6.95, -6.15, -3.95], [-6.28, -8.19, -2.92], [-0.96, -8.89, -7.09]],
  "mulliken_charge": [-1.12, -0.11, -0.22, -0.62, -1.32, 0.54, -1.89, 0.06, 0.65, 0.73, -0.78, -1.72, -0.44, -0.83, -0.42, 0.09, 0.53, -0.39, 0.80, -0.51, 1.00, -0.58, -0.48, -0.31, 1.49, -2.11, -1.05, 0.01, 0.63, -0.05, -0.54, -0.29, -0.34, 0.72, -0.42, -0.36, 0.70, -0.32, -0.35, 0.47, -0.05, 0.44, 0.77, -0.06, 0.87, 0.36, 0.44, 0.36, 0.29, 1.35, -0.28, 0.37, 0.93, 0.70, 0.45, 0.39, 0.44, 0.73, -0.03, 0.85, 0.14, 0.53, 0.08, -0.33, 0.82, -0.32, 0.13, -0.76, -0.95, -0.62, 0.35, 0.35, 0.11, 0.35, 0.23, 0.39, -0.88, 0.92, 0.06, -0.20, -0.27, -0.25, -0.34, -0.14, 0.63, 0.79, -0.26, -0.24, -0.31, -0.15, 0.37, 0.34, 0.29, -0.34, 0.21, -0.05, -0.09, -0.09, -0.10, 0.80, -0.49, 0.67, -0.54, 0.47, -0.55, -0.64, -0.12, -0.50, 0.05, -0.66, 0.37, 0.31, -0.24, 0.21, -0.38, -0.17, 0.27, 0.31, -0.54, 1.24, -0.37, -0.48, -0.47, 0.87],
  "fmax_ev_per_a": 3.33,
  "lumo_ev": -3.844,
  "total_energy_ev": -304971.655
}